# 1
Formula: C9H10CeCl3NO2
Source: the Open Molecules 2025 dataset
Level of theory: the ωB97M-V functional and the def2-TZVPD basis

The total charge is -1. For the lowest unoccupied orbital energy (alpha / beta), the calculation gives 2.40 / 2.40 eV. Its spin multiplicity is 2.

```
26
Properties=species:S:1:pos:R:3:forces:R:3
Ce -0.160487 -0.104327 -0.351663 1.91 -1.64 4.41
Cl -3.362472 -3.153084 2.559592 -0.04 -0.31 -0.23
Cl -4.000420 -3.617216 -0.264980 0.10 -0.20 0.35
Cl -1.512611 -4.693084 0.879114 -0.39 0.03 0.09
O -1.464403 -1.260831 1.392908 -1.86 -2.31 -0.90
O -1.614236 -1.952442 -0.726766 -1.34 -1.48 1.45
N 1.838535 -0.337099 0.599931 0.71 -0.95 -0.17
C -1.906506 -2.087988 0.521848 1.77 1.90 -0.40
C 1.101284 1.454951 -1.926322 -0.85 1.06 -0.58
C 0.093821 0.772676 -2.699188 -0.15 1.46 -0.01
C 0.435128 2.311778 -0.987119 -0.13 0.35 -1.44
C -0.982971 2.168236 -1.171487 0.67 0.28 -1.42
C -2.712460 -3.375352 0.934858 0.50 0.98 -0.19
C 2.567606 0.304351 1.724324 -0.77 0.03 -0.41
C 1.825689 1.494878 2.145659 -0.59 0.70 0.04
C -1.192710 1.225242 -2.236078 0.33 1.13 -0.71
H -1.750026 2.712041 -0.618446 0.22 -0.31 -0.15
H 0.924183 2.954473 -0.253830 -0.25 -0.48 -0.25
H 2.181191 1.320194 -2.006811 -0.50 0.01 0.10
H 2.454632 -1.041248 0.181973 0.09 -0.39 -0.30
H 0.942985 1.361359 2.757285 -0.05 0.24 0.26
H 2.590026 -0.389485 2.579845 0.42 -0.20 -0.18
H 0.280802 0.028028 -3.473835 -0.12 0.22 0.24
H 3.588212 0.588529 1.414080 0.00 -0.27 0.11
H 2.002349 2.431217 1.627799 -0.16 0.07 0.12
H -2.167140 0.884202 -2.602691 0.47 0.10 0.18
```
Forces are in eV/Å.

# 2
Formula: C3H2S
Source: the Open Molecules 2025 dataset
Level of theory: the ωB97M-V functional and the def2-TZVPD basis

The total charge is 0. For the lowest unoccupied orbital energy, the calculation gives -0.75 eV. Its spin multiplicity is 1.

```
6
Properties=species:S:1:pos:R:3:forces:R:3
S -1.269582 -1.076286 -0.002839 1.99 1.30 -0.19
C 0.707995 -0.103998 -0.030909 -1.14 -1.33 0.47
C -0.502114 0.663190 -0.010829 1.92 -0.68 -0.30
C -1.633324 1.249888 -0.019858 -0.48 -0.25 0.04
H 1.236018 -0.398756 0.874352 -0.80 0.42 0.55
H 1.461006 -0.334038 -0.809918 -1.49 0.54 -0.56
```
Forces are in eV/Å.

# 3
Formula: C21H28BN9O11Sr
Source: the Open Molecules 2025 dataset
Level of theory: the ωB97M-V functional and the def2-TZVPD basis

The total charge is -2. For the lowest unoccupied orbital energy (alpha / beta), the calculation gives 3.71 / 3.71 eV. Its spin multiplicity is 1.

```
71
Properties=species:S:1:pos:R:3:forces:R:3
Sr -0.980345 1.058915 -1.784134 1.04 -0.31 -0.48
O -0.791067 -2.411980 -2.742428 0.11 -0.19 0.51
O -0.584900 2.271149 1.393758 -0.20 0.24 0.44
O -0.646054 0.182603 -3.760938 0.31 -0.37 -0.76
O -4.485105 0.856376 -0.516356 -0.05 -0.07 -0.16
O -6.588327 -3.612156 -4.054707 0.17 0.13 0.00
O -4.969070 -3.966507 -5.420843 0.03 0.13 0.13
O -6.454652 0.316221 -1.194980 0.10 -0.06 -0.08
O -0.872489 4.236269 -2.656417 -0.90 0.00 -0.02
O -2.916070 1.196888 -2.695615 -2.03 0.51 -0.64
O 0.803163 0.481171 1.181881 0.13 -0.14 0.38
O 0.641738 5.755347 -2.736862 0.38 -0.26 0.02
N 2.598752 1.277453 -2.728337 0.13 0.26 -0.21
N 0.279845 4.568589 -2.660079 0.28 0.56 0.28
N 3.090159 4.795986 -2.008872 -0.45 0.14 -0.34
N 3.183314 2.558340 -2.586201 -0.52 0.05 0.45
N -5.226447 0.312448 -1.331872 -0.36 0.32 0.54
N -1.372178 -0.870517 -4.094213 -0.43 -0.09 -2.33
N 0.077602 -1.865061 -1.982976 -0.28 0.43 0.53
N -5.473621 -3.325640 -4.501090 -0.48 -0.63 -0.32
N 1.138540 3.530263 -2.586844 0.13 -0.90 -0.21
C -4.659637 -0.383409 -2.429469 0.91 0.09 -0.72
C 2.182609 -1.362595 5.837001 -0.07 0.09 0.02
C 0.072862 -0.692038 6.955863 0.09 0.01 -0.03
C -2.721447 -0.896897 -3.840308 1.16 0.50 0.55
C -3.426776 -1.977807 -4.350583 -0.54 -0.30 -0.03
C 2.421162 3.671707 -2.394769 0.33 0.08 0.05
C 0.759818 0.514918 4.873631 0.01 -0.01 0.02
C -4.757860 -2.225314 -3.955980 0.65 0.77 0.57
C -0.603546 2.287101 3.881316 -0.05 0.09 -0.19
C 1.268396 -0.173234 6.142202 0.00 -0.01 0.06
C 2.325027 -1.767170 -1.155408 -0.11 -0.08 -0.10
C 1.921321 -1.787150 -3.634523 -0.13 -0.02 0.02
C -3.389499 0.065217 -2.965215 -1.55 -0.74 -0.14
C -0.236814 1.833321 2.632049 0.21 -0.31 0.07
C 2.071901 0.828616 6.986093 -0.05 -0.08 -0.02
C -0.094111 1.613121 4.988826 0.01 0.00 0.09
C 1.451732 -2.320136 -2.276123 0.31 -0.20 -0.18
C -5.354906 -1.461199 -2.967596 -0.37 -0.44 -0.05
C 1.118482 0.068977 3.597996 0.02 -0.01 -0.12
C 0.612510 0.737374 2.501027 -0.18 0.21 0.01
C 1.514784 -3.851586 -2.288142 0.02 0.05 0.03
B 0.037766 1.425356 0.420075 1.64 0.57 2.25
H 2.092957 1.027197 -1.878386 0.04 0.17 0.16
H 1.265056 -4.247463 -1.300285 -0.02 -0.01 0.02
H 1.884569 1.343409 -3.447555 0.08 -0.09 -0.24
H 1.256949 -2.152214 -4.419547 -0.07 0.02 0.03
H 3.066013 -1.046390 5.279982 0.00 -0.05 -0.03
H -2.922403 -2.668096 -5.007765 0.06 0.08 -0.06
H 0.788268 -4.237784 -3.003722 0.00 0.04 0.00
H 3.379113 -2.004960 -1.329679 0.03 0.08 0.02
H 1.457615 1.677434 7.287427 0.01 0.02 0.00
H 0.417194 -1.196623 7.863785 -0.01 0.00 0.01
H 2.193858 -0.684102 -1.091941 0.09 -0.21 0.15
H 4.021172 2.523394 -2.029689 0.15 -0.01 -0.10
H 2.456869 0.343075 7.888101 -0.01 0.02 0.01
H -0.502903 -1.401184 6.359161 -0.03 -0.01 0.03
H -6.323793 -1.728713 -2.577879 -0.04 0.07 -0.06
H 1.764099 -0.783853 3.442277 0.00 0.00 0.00
H -1.272231 3.131492 3.991472 0.00 -0.01 0.02
H 4.040505 4.858459 -2.337371 0.03 -0.02 0.07
H 2.013674 -2.191734 -0.199047 0.00 0.05 0.03
H 2.518084 -1.812130 6.774813 0.00 -0.01 0.00
H 2.917541 1.207200 6.408963 0.01 0.03 0.02
H 2.947732 -2.111184 -3.850872 0.00 0.05 0.02
H 1.869732 -0.698686 -3.639308 0.04 -0.31 -0.13
H -0.591662 0.121791 7.245520 -0.02 0.00 0.01
H 2.512434 5.611796 -2.189933 0.14 0.14 0.11
H -0.390068 1.958766 5.972925 0.02 0.00 0.01
H 2.515077 -4.204258 -2.564905 0.01 0.01 0.02
H 1.657958 -2.127946 5.263630 0.04 -0.01 -0.03
```
Forces are in eV/Å.

# 4
Formula: C33H34NO3
Source: the Open Molecules 2025 dataset
Level of theory: the ωB97M-V functional and the def2-TZVPD basis

The total charge is +1. For the lowest unoccupied orbital energy, the calculation gives -5.15 eV. Its spin multiplicity is 1.

```
71
Properties=species:S:1:pos:R:3:forces:R:3
O -4.390237 5.694665 -2.016569 1.25 -1.33 0.04
O 5.678502 4.653058 -2.044896 -1.52 -0.17 -0.29
O -1.512183 -3.273944 0.506658 -0.44 0.88 -0.04
N -1.235339 -1.739013 2.740639 -0.51 0.52 -0.50
C 1.722163 3.328155 -2.110853 -0.05 -0.10 -0.25
C 6.014615 6.058468 -2.112025 0.06 -0.21 -0.10
C 0.818975 -2.955216 1.077811 -0.03 -0.57 -0.07
C 3.236832 -2.971835 0.914725 -0.35 0.06 0.05
C -2.164074 -1.366246 3.801855 0.06 0.30 0.31
C -5.377636 4.630041 -2.322278 -0.30 0.43 -0.07
C 1.986018 -1.012764 0.212677 -0.11 -0.64 0.26
C -0.767002 -7.092226 -0.143973 0.23 0.38 0.33
C -0.438886 -5.174535 1.298018 0.08 0.23 0.44
C 3.328188 5.139061 -2.550434 0.04 -0.20 0.02
C 2.031785 4.657457 -2.550517 0.19 0.05 0.26
C -0.013102 -7.410034 2.136598 0.02 0.33 -0.04
C -0.792624 3.600528 -1.854788 -0.10 0.11 0.35
C -0.905277 -3.143951 2.828522 0.24 -0.54 0.76
C 0.406173 2.835804 -1.889726 0.19 0.85 -0.57
C -2.803868 -2.685932 4.266851 0.04 -0.13 0.41
C 2.040822 -3.607095 1.279541 0.24 0.61 -0.15
C 3.208500 -1.681113 0.372667 -0.17 0.09 0.00
C -3.173524 5.093524 -1.915328 -0.53 -0.06 -0.16
C -3.210086 3.688901 -2.108593 0.53 0.46 0.04
C -1.965125 5.758063 -1.633759 -0.51 0.07 -0.06
C 4.388193 4.264454 -2.199785 0.66 0.25 0.48
C 0.792782 -1.661561 0.562593 0.54 0.37 -0.25
C 2.829341 2.436702 -1.936624 0.05 0.13 0.02
C -0.786493 -5.705600 0.060667 -0.02 -0.73 -0.23
C -0.362959 -7.942420 0.890839 -0.02 0.15 -0.01
C -0.815051 5.006479 -1.562149 0.12 -0.26 -0.38
C -0.060850 -6.024349 2.347700 0.00 -0.10 -0.39
C 4.124703 2.886593 -1.966526 0.11 0.31 -0.12
C -0.512271 -3.648433 1.439113 0.17 -0.13 -0.51
C -2.046594 2.952671 -2.090377 -0.34 0.24 0.11
C -2.163084 -3.801180 3.428135 0.06 0.14 -0.49
C -4.635143 3.290236 -2.329945 -0.19 -0.33 0.08
H -4.772101 2.759490 -3.275285 0.00 0.03 0.13
H -0.312215 -9.019400 0.722721 -0.06 0.30 0.09
H -1.975032 6.834282 -1.485616 0.10 -0.21 0.14
H -1.830763 -2.378476 0.745792 0.29 -0.57 0.22
H 0.208411 -5.597398 3.319934 -0.08 -0.27 -0.34
H -1.889600 -4.693724 3.999643 -0.21 0.24 -0.05
H -1.052397 -7.481633 -1.120958 0.10 -0.03 0.29
H 0.310437 -8.061751 2.952108 -0.16 0.16 -0.31
H 4.979572 2.232251 -1.796024 -0.30 0.12 -0.04
H 0.115877 5.492977 -1.283893 -0.32 -0.09 0.09
H -2.926591 -0.660222 3.445803 0.22 -0.11 -0.05
H 7.090917 6.057126 -1.932117 -0.24 0.22 -0.07
H -0.043102 -3.297572 3.508903 -0.22 -0.13 -0.14
H -3.889563 -2.669537 4.148065 0.14 -0.02 0.10
H 3.539797 6.177983 -2.819489 -0.16 -0.48 0.02
H -1.091332 -5.038375 -0.746417 0.12 -0.28 0.31
H -2.095187 1.882294 -2.294142 0.16 0.21 0.11
H 0.301511 1.754711 -1.785205 0.03 0.14 -0.05
H 5.495453 6.636058 -1.335345 0.09 -0.27 -0.15
H -2.842499 -4.113167 2.620460 0.29 0.06 0.17
H 1.239542 5.315614 -2.905543 0.26 -0.24 0.11
H -1.628281 -0.866822 4.626863 -0.22 -0.17 -0.08
H 5.791095 6.476122 -3.103181 0.11 -0.18 0.23
H 4.138902 -1.188075 0.082216 -0.25 -0.18 0.11
H -5.818126 4.858732 -3.301084 0.17 0.12 0.34
H -6.156916 4.676673 -1.551152 0.30 0.11 -0.25
H -0.437085 -1.122522 2.644154 -0.11 -0.21 0.26
H 1.937404 0.005218 -0.176425 0.14 -0.25 0.11
H 4.184550 -3.495408 1.058921 -0.27 0.24 -0.08
H 2.632290 1.377677 -1.774221 0.04 0.24 0.12
H -4.999325 2.649168 -1.519524 0.12 0.02 -0.18
H -0.159847 -1.139119 0.445052 0.36 -0.24 -0.10
H -2.577559 -2.841525 5.325530 -0.18 0.02 -0.09
H 2.055583 -4.599070 1.732973 0.04 0.24 -0.28
```
Forces are in eV/Å.

Computed relative energy (zero: lowest compared OMol25 entry of this formula, charge and spin), in the same sequence as the records: 0.0; 69.4; 33.9; 0.0 kcal per mole.
Computed E, in the same sequence as the records: -65575.4677; -13972.7787; -59666.3575; -42398.0087 eV.